1.
Molecular formula: C10H9ClFN3
Method: DFT, wB97M-V/def2-TZVPD

Element x y z (Å)
F 0.78736 5.60611 1.01787
C 0.91331 4.26740 0.79188
C 2.13984 3.70829 0.36952
C 2.19573 2.32377 0.12140
C 1.09934 1.51176 0.23638
N 1.24968 0.18360 -0.08679
C 0.19814 -0.81588 -0.00952
Cl -0.27881 -0.95258 1.98361
N -1.03159 -0.49516 -0.62381
C -1.87030 -1.42571 -0.79652
C -1.59227 -2.88615 -0.50984
C -0.08729 -3.00293 -0.56152
N 0.76294 -2.06543 -0.31994
C -0.12529 2.09636 0.65091
C -0.24464 3.48389 0.84742
H 2.94763 4.31255 0.08836
H 3.15798 2.00169 -0.38663
H 2.15488 -0.22836 -0.07022
H -2.83578 -1.26595 -1.31809
H -1.96555 -3.30195 0.40282
H -2.04477 -3.30464 -1.30352
H 0.25917 -3.93120 -0.92989
H -1.03954 1.36366 0.44955
H -1.23418 3.91406 0.91039

Values from the calculation:
* SMILES string: Fc1ccc(NC2(Cl)N=CCC=N2)cc1
* maximum force: 4.35 eV/Å
* total energy: -30224.4709 eV
* frontier orbital gap: 0.2788 Eh
* energy above the lowest of the compared OMol25 structures with the same formula, charge and spin: 39.82 kJ/mol
* HOMO: -0.2966 Ha
* charge: 0

***

2.
Molecular formula: C34H22N5P2S2Se2Zr
Method: DFT, wB97M-V/def2-TZVPD

Element x y z (Å)
Zr 3.96916 0.42529 0.25694
Se -1.22505 4.79502 -0.00205
P -1.27801 3.05180 -1.16446
C -2.62435 1.91110 -0.70913
C -3.11697 0.96341 -1.60606
C -4.20842 0.18092 -1.25929
C -4.81064 0.33329 -0.01781
C -4.32335 1.27449 0.88025
C -3.24134 2.06990 0.53170
C -1.36510 3.26446 -2.94988
C -1.92403 4.43591 -3.44645
C -2.05370 4.60812 -4.81740
C -1.62086 3.61757 -5.68543
C -1.05160 2.45085 -5.18995
C -0.92065 2.27215 -3.82351
C 0.29643 2.16324 -0.92427
C 0.76059 1.29081 0.05864
N 2.08090 1.25421 -0.14832
N 2.43612 1.99521 -1.17311
N 1.37059 2.56514 -1.66743
P 0.38288 0.12031 1.37080
Se 2.40331 -0.39980 2.20116
C -0.64376 0.89204 2.59735
C -0.55507 2.27302 2.76948
C -1.32737 2.88294 3.74393
C -2.16857 2.11777 4.54028
C -2.24481 0.73938 4.37359
C -1.47960 0.11728 3.40316
C -0.38161 -1.35441 0.70969
C -1.76380 -1.36387 0.51771
C -2.36186 -2.48427 -0.03541
C -1.59127 -3.58102 -0.39569
C -0.21574 -3.56654 -0.20682
C 0.39563 -2.45469 0.34770
H -2.67393 0.85323 -2.58657
H -4.59898 -0.53623 -1.96997
H -5.67310 -0.26742 0.24229
H -4.80202 1.41022 1.84137
H -2.89044 2.84387 1.20272
H -2.24312 5.21027 -2.76002
H -2.48635 5.52047 -5.20514
H -1.71752 3.75634 -6.75420
H -0.70200 1.68546 -5.87002
H -0.45773 1.36940 -3.44217
H 0.07652 2.87671 2.13002
H -1.28044 3.95631 3.86844
H -2.77184 2.59892 5.29905
H -2.90061 0.15143 5.00135
H -1.53748 -0.95520 3.26532
H -2.36754 -0.51232 0.80409
H -3.43388 -2.49778 -0.18022
H -2.06600 -4.45536 -0.82137
H 0.38010 -4.42658 -0.48150
H 1.46544 -2.44783 0.50877
S 5.86358 -0.42927 1.54019
C 5.61286 -2.13208 1.09138
C 6.11768 -3.10138 1.95041
C 5.96187 -4.45242 1.67193
C 6.50038 -5.42695 2.58023
N 6.93550 -6.19047 3.31886
C 5.27522 -4.85118 0.51626
C 4.76093 -3.88876 -0.34036
C 4.92776 -2.53892 -0.06668
S 4.23619 -1.38780 -1.23526
C 5.08722 -6.24248 0.21163
N 4.93311 -7.35467 -0.02808
H 6.63973 -2.80061 2.84846
H 4.23079 -4.19793 -1.23109

Values from the calculation:
* maximum force: 0.34 eV/Å
* total energy: -215282.6003 eV
* frontier orbital gap: 0.2261 Eh
* energy above the lowest of the compared OMol25 structures with the same formula, charge and spin: 0.00 kJ/mol
* HOMO: -0.3953 Ha
* charge: +1

***

3.
Molecular formula: C4H10O3
Method: DFT, wB97M-V/def2-TZVPD

Element x y z (Å)
C -1.44970 -1.38738 -2.16243
O -1.43937 -1.27672 -3.49461
C -0.22986 -0.95075 -1.30487
C -0.55328 -0.95369 0.21323
C 0.57577 -0.41644 1.07065
O 0.34126 0.90151 1.55286
H -1.43169 -2.48023 -1.80700
H -2.41853 -1.02466 -1.68710
H 0.67301 -1.56399 -1.37762
H 0.08798 0.08940 -1.46724
H -0.70500 -2.00281 0.49771
H -1.47608 -0.37840 0.28929
H 0.78816 -1.06255 1.93373
H 1.53450 -0.54904 0.50704
H 1.16469 1.14414 2.01290
H 1.62507 3.11251 3.47433
O 2.36178 3.71006 3.34846

Values from the calculation:
* maximum force: 1.89 eV/Å
* total energy: -10448.9117 eV
* frontier orbital gap: 0.2374 Eh
* energy above the lowest of the compared OMol25 structures with the same formula, charge and spin: 108.32 kJ/mol
* HOMO: -0.0090 Ha
* charge: -2

***

4.
Molecular formula: Cl6NiO24
Method: DFT, wB97M-V/def2-TZVPD

Element x y z (Å)
Ni -0.56015 -0.04361 0.04991
Cl -0.94547 2.54702 -2.01943
O -1.37546 3.92061 -2.17922
O -1.25766 1.73099 -0.83088
O -1.54380 1.83151 -3.14649
O 0.38714 2.72684 -2.51606
Cl 2.30931 -1.09921 -2.44652
O 2.49900 -2.47856 -2.64671
O 1.02517 -0.71099 -1.76807
O 3.37501 -0.79276 -1.49897
O 2.72238 -0.26692 -3.53223
Cl -3.81498 -1.18425 -1.79113
O -2.72734 -1.18669 -0.97972
O -3.73763 -1.32984 -3.27419
O -4.58461 -2.16796 -1.29731
O -4.45185 0.12179 -1.52745
Cl 3.07877 1.85019 1.09622
O 1.99403 1.20762 0.64663
O 3.05174 2.54104 2.32540
O 4.33005 1.11941 1.11666
O 3.52824 2.88782 0.13997
Cl -1.08789 1.00599 3.59389
O -2.32235 1.79540 3.61993
O -0.76100 0.30005 2.36784
O 0.07839 1.56373 4.01797
O -1.34075 -0.07520 4.47335
Cl 0.43554 -3.21273 1.62282
O 1.86063 -2.93558 1.51199
O 0.02384 -4.45864 1.06604
O 0.05225 -3.09708 2.93205
O -0.24046 -2.10993 0.87359

Values from the calculation:
* maximum force: 13.30 eV/Å
* total energy: -165263.4586 eV
* spin multiplicity: 3
* frontier orbital gap (spin up / spin down): 0.2490 / 0.1963 Eh
* ⟨S²⟩: 2.002
* energy above the lowest of the compared OMol25 structures with the same formula, charge and spin: 450.74 kJ/mol
* HOMO (spin up / spin down): 0.0687 / 0.0687 Ha
* charge: -4

***

5.
Molecular formula: C3H10BBeCl6
Method: DFT, wB97M-V/def2-TZVPD

Element x y z (Å)
Be 20.14476 11.62177 -7.96595
B 21.37920 12.02508 -6.46796
H 20.74759 12.85199 -6.75351
H 22.04812 11.69763 -7.24871
H 21.97599 12.26126 -5.60060
H 20.69603 11.20950 -6.28812
C 24.02768 13.09945 -5.28570
Cl 23.66223 13.57862 -6.98043
Cl 25.72806 12.51444 -5.03271
H 24.00894 13.90704 -4.55390
H 23.20848 12.41324 -5.07092
C 21.51350 15.16109 -6.47401
Cl 19.91562 15.13711 -5.59164
Cl 21.07686 15.79089 -8.10402
H 22.19605 15.82614 -5.94492
H 21.99963 14.19974 -6.64011
C 22.02822 10.14267 -4.27675
Cl 22.54693 8.44467 -4.35869
Cl 22.80892 11.02847 -2.86268
H 22.21506 10.57531 -5.25962
H 20.94745 10.22155 -4.15924

Values from the calculation:
* maximum force: 5.59 eV/Å
* total energy: -79470.0125 eV
* frontier orbital gap: 0.1581 Eh
* energy above the lowest of the compared OMol25 structures with the same formula, charge and spin: 162.40 kJ/mol
* HOMO: -0.4997 Ha
* charge: +1

***

6.
Molecular formula: C14H27F4NO4P
Method: DFT, wB97M-V/def2-TZVPD

Element x y z (Å)
N -7.77112 0.77197 0.67018
C -6.62322 -0.07626 0.55619
O -6.50034 -0.96314 -0.23972
C -5.50634 0.23029 1.54920
C -5.08049 -1.07360 2.27386
P -3.29625 -1.23046 2.50775
C -2.37009 -2.06662 1.10349
F -3.04947 -3.20619 0.85357
F -1.14776 -2.36789 1.58484
C -2.22765 -1.23095 -0.17280
F -1.43571 -0.17909 0.13986
F -3.46035 -0.74907 -0.47813
H -8.02809 1.03272 -0.28378
H -8.54620 0.18201 0.97636
H -5.84320 0.96826 2.27688
H -4.66710 0.67001 1.00580
H -5.47865 -1.10022 3.29278
H -5.39250 -1.96241 1.71443
H -3.06466 -2.06286 3.60247
H -2.70615 -0.00707 2.82398
H -1.80570 -1.84079 -0.97902
C 1.91252 -2.88331 -2.66083
C 0.43068 -2.99670 -2.86463
O -0.36090 -2.33782 -2.21535
C -0.04748 -3.96746 -3.91158
H 2.14377 -2.15038 -1.89642
H 2.31406 -3.85451 -2.36629
H 2.39813 -2.58620 -3.59080
H 0.29779 -4.97329 -3.66837
H 0.36525 -3.69561 -4.88392
H -1.13351 -3.95850 -3.96457
C 5.96931 0.21895 -0.57766
C 4.71480 -0.06682 -1.36131
O 4.43377 -1.18874 -1.72232
C 3.83125 1.11335 -1.68405
H 6.51232 -0.70911 -0.41561
H 6.60165 0.91806 -1.12662
H 5.71660 0.67323 0.38145
H 4.38862 1.84292 -2.27304
H 3.51221 1.59781 -0.76042
H 2.96356 0.77956 -2.25020
C 2.58074 4.22006 1.30044
C 4.03705 3.98504 1.62866
O 4.67315 3.10396 1.09894
C 4.65798 4.90906 2.64552
H 2.24806 3.49821 0.55787
H 1.97585 4.12143 2.20344
H 2.44427 5.22926 0.90945
H 4.12568 4.83368 3.59515
H 4.59262 5.94236 2.30133
H 5.70123 4.64287 2.79356

Values from the calculation:
* maximum force: 0.57 eV/Å
* total energy: -44787.2430 eV
* frontier orbital gap: 0.2911 Eh
* energy above the lowest of the compared OMol25 structures with the same formula, charge and spin: 0.00 kJ/mol
* HOMO: -0.4057 Ha
* charge: +1